Here is a 2-piece molecular cluster, C15H18BrF3N2O2P overall from OMol25. Energies are from ωB97M-V/def2-TZVPD.

Bonds (Å) are listed after each position.
Positions of all 42 atoms, in Å:
1 C -1.299 -2.991 -0.329  C2 1.535, H24 1.092, H25 1.092, H26 1.091
2 C -0.173 -3.204 -1.350  C1 1.535, C3 1.546, H27 1.093, H28 1.091
3 C -0.394 -2.458 -2.686  C2 1.546, C4 1.546, H29 1.091, H30 1.092
4 C 0.725 -1.455 -3.052  C3 1.546, C5 1.546, H31 1.091, H32 1.092
5 C 0.329 0.022 -2.827  C4 1.546, C6 1.506, H33 1.092, H34 1.087
6 C 0.799 0.559 -1.500  C5 1.506, C7 1.352, C23 1.418
7 C 2.117 0.733 -1.258  C6 1.352, C8 1.411, H35 1.084
8 C 2.591 1.245 -0.031  C7 1.411, P9 1.804, C11 1.360
9 P 4.368 1.432 0.219  C8 1.804, O10 1.480, H36 1.398, H37 1.420
10 O 5.286 1.378 -0.941  P9 1.480
11 C 1.721 1.552 0.968  C8 1.360, C12 1.398, H38 1.083
12 C 0.348 1.380 0.770  C11 1.398, N13 1.359, C23 1.423
13 N -0.510 1.685 1.779  C12 1.359, C14 1.299
14 C -1.775 1.516 1.539  N13 1.299, C15 1.512, C21 1.419
15 C -2.783 1.900 2.600  C14 1.512, O16 1.427, H39 1.090, H40 1.092
16 O -2.275 1.846 3.933  C15 1.427, C17 1.341
17 C -2.311 0.651 4.541  O16 1.341, F18 1.335, F19 1.349, F20 1.362
18 F -1.933 0.820 5.810  C17 1.335
19 F -1.507 -0.272 3.974  C17 1.349
20 F -3.561 0.110 4.546  C17 1.362
21 C -2.250 1.038 0.291  C14 1.419, N22 1.301, H41 1.088
22 N -1.457 0.730 -0.694  C21 1.301, C23 1.357
23 C -0.126 0.891 -0.479  C6 1.418, C12 1.423, N22 1.357
24 H -2.276 -2.983 -0.817  C1 1.092
25 H -1.306 -3.789 0.416  C1 1.092
26 H -1.175 -2.050 0.208  C1 1.091
27 H -0.075 -4.276 -1.535  C2 1.093
28 H 0.765 -2.882 -0.896  C2 1.091
29 H -1.342 -1.920 -2.630  C3 1.091
30 H -0.468 -3.196 -3.486  C3 1.092
31 H 1.048 -1.595 -4.085  C4 1.091
32 H 1.597 -1.678 -2.434  C4 1.092
33 H 0.766 0.641 -3.613  C5 1.092
34 H -0.752 0.118 -2.886  C5 1.087
35 H 2.837 0.529 -2.043  C7 1.084
36 H 4.475 2.492 1.126  P9 1.398
37 H 4.608 0.298 1.037  P9 1.420
38 H 2.054 1.960 1.914  C11 1.083
39 H -3.693 1.307 2.514  C15 1.090
40 H -3.060 2.945 2.453  C15 1.092
41 H -3.320 0.925 0.132  C21 1.088
42 Br 3.388 4.048 -1.197  no bonds

Output
energy = -110409.376 eV
E_HOMO = -4.15 eV
total charge = -1
gap between HOMO and LUMO = 6.269 eV
relative energy (zero: lowest compared OMol25 entry of this formula, charge and spin) = 0.000 eV